# C18H20AsAuCl5O9PS

A molecular structure, C18H20AsAuCl5O9PS (wB97M-V/def2-TZVPD, OMol25).

```
56
Properties=species:S:1:pos:R:3:forces:R:3
Au -0.737038 0.124845 -0.024730 0.13 -0.15 0.07
Cl -0.615638 -0.041129 3.435820 0.07 0.05 -0.04
C -1.413752 -1.288005 2.666472 -0.03 -0.06 0.21
C -1.798584 -1.111324 1.299509 0.27 0.46 0.01
C -2.681726 -2.029323 0.792642 -0.33 -0.36 -0.23
Cl -3.323866 -1.821727 -0.803178 0.09 0.00 0.17
C -3.061909 -3.163017 1.526193 -0.03 0.07 -0.14
Cl -4.135793 -4.287585 0.874698 0.00 -0.02 0.01
C -2.538490 -3.390493 2.842634 -0.06 -0.19 0.03
Cl -2.947736 -4.821916 3.669936 0.00 0.03 -0.02
C -1.729757 -2.456282 3.422912 0.13 0.17 -0.05
Cl -1.114333 -2.668771 4.999912 -0.02 0.01 -0.06
O -0.703951 -1.442796 -3.420372 0.03 -0.09 -0.04
As 0.793305 -1.209100 -2.460264 -0.08 0.05 0.15
O 2.005853 -1.395129 -3.507431 0.19 -0.03 -0.14
O 0.488284 0.315953 -1.756253 -0.04 -0.05 0.06
C 0.432675 -2.615397 -1.132897 -0.09 0.01 -0.14
C -0.458079 -3.620103 -1.502893 -0.03 -0.01 -0.05
C -0.749210 -4.667375 -0.637659 -0.01 0.00 -0.01
C -0.148612 -4.727573 0.612054 -0.04 0.00 -0.02
C 0.740469 -3.733219 0.991625 0.05 -0.05 0.10
C 1.024112 -2.688447 0.126641 0.12 0.12 0.03
S 2.142807 -1.404695 0.681672 -0.02 -0.16 0.00
O 2.830485 -0.984328 -0.510999 -0.02 0.03 -0.03
O 2.917388 -1.973095 1.750662 0.11 -0.02 0.09
O 1.194664 -0.375086 1.205493 -0.14 0.04 -0.01
H -0.387934 -1.565048 -4.326199 -0.02 0.00 0.02
H -0.927953 -3.577227 -2.475117 0.00 0.00 0.00
H -1.433646 -5.445089 -0.952946 0.00 0.00 0.00
H -0.353523 -5.556618 1.279359 0.00 0.00 0.00
H 1.256700 -3.767009 1.943658 -0.02 0.01 -0.01
C -2.748148 3.402835 2.322335 -0.02 0.01 -0.01
C -3.322529 2.316106 1.441761 -0.02 0.00 -0.06
O -3.068371 2.561808 0.040875 -0.02 -0.06 0.09
P -1.684038 2.169060 -0.633353 -0.20 0.21 -0.03
O -1.965426 2.401093 -2.159433 0.13 0.02 0.01
C -2.284238 1.324840 -3.084101 0.00 -0.03 0.06
C -3.774255 1.273431 -3.309943 -0.02 -0.05 -0.06
O -0.748660 3.373096 -0.217965 0.08 -0.08 -0.05
C 0.684509 3.308423 -0.549459 -0.10 0.04 0.06
C 1.087078 4.637136 -1.133482 0.07 -0.03 -0.01
H -3.078850 3.252649 3.351444 0.00 -0.02 0.00
H -3.092432 4.381713 1.990480 0.00 0.00 0.00
H -1.659518 3.396252 2.301559 0.02 0.01 -0.01
H -4.407311 2.268498 1.521526 0.01 0.02 -0.01
H -2.917593 1.334689 1.703006 -0.01 0.00 0.01
H -1.887394 0.385531 -2.702456 -0.05 0.07 0.00
H -1.730033 1.560614 -3.990071 -0.04 0.02 -0.01
H -4.301490 1.047484 -2.382193 0.00 0.00 0.01
H -4.000829 0.489094 -4.034383 0.00 0.00 0.01
H -4.148464 2.219589 -3.699327 0.01 0.02 0.01
H 0.867674 2.485548 -1.240822 -0.01 -0.01 -0.01
H 1.199197 3.090330 0.386032 0.02 0.02 -0.02
H 0.557018 4.824188 -2.066513 -0.02 0.00 0.00
H 2.157423 4.623190 -1.343291 0.00 0.01 0.00
H 0.881069 5.452012 -0.440180 -0.02 -0.01 0.01
```
Positions in Å, forces in eV/Å.

Properties
net charge	0
E_HOMO (alpha / beta)	-8.141 / -9.223	eV
Kohn-Sham gap (alpha / beta)	6.736 / 4.294	eV
multiplicity	3
ΔE to the lowest compared entry with this formula, charge and spin	34.7	kJ/mol
calculated total energy	-184682.972	eV

***

# C18H20B2BaBr10O16

A molecular structure, C18H20B2BaBr10O16 in a non-equilibrium geometry (wB97M-V/def2-TZVPD, OMol25).

```
67
Properties=species:S:1:pos:R:3:forces:R:3
Ba 5.549398 -3.814957 -0.677011 -0.52 0.73 0.98
O -2.729592 -0.745957 -0.532011 1.95 0.60 -0.32
C -1.555822 -0.451587 -0.717711 -1.68 -1.02 0.65
O -0.515582 -0.952757 -0.045121 0.25 1.28 -0.93
B 0.735268 -0.255877 -0.544561 -0.33 0.44 -0.17
O 0.307918 0.534283 -1.733611 -1.48 -0.16 0.75
C -1.040932 0.522123 -1.803091 0.04 2.34 -2.14
O -1.684342 1.229363 -2.603491 1.53 -2.43 2.45
O 1.768238 -1.186357 -0.949931 0.96 -0.55 0.55
C 2.795858 -1.090687 -0.121741 0.19 -2.02 -0.86
O 3.706588 -1.912837 -0.136721 -0.15 0.75 -0.18
C 2.582588 0.081603 0.842479 1.58 0.20 0.87
O 1.423418 0.572313 0.479019 -1.12 0.66 0.47
O 3.372018 0.426603 1.698749 -1.84 -0.27 -1.74
O 5.084798 -5.063417 8.233189 1.69 1.99 -3.38
C 5.611268 -4.449597 7.285289 -2.03 -0.55 1.83
O 4.995408 -3.743437 6.311099 0.35 -1.09 0.44
B 6.002588 -3.169147 5.403199 1.65 -0.58 1.34
O 7.371428 -3.407007 5.990399 -2.61 -1.31 1.12
C 7.101288 -4.235117 7.043659 2.92 -0.21 0.06
O 7.979988 -4.745597 7.691859 -0.78 0.21 -0.13
O 6.008628 -3.692437 4.038059 0.54 -4.46 -0.29
C 5.617178 -2.880637 3.182319 -1.01 0.93 -3.03
O 5.411098 -3.024007 1.963029 0.72 -0.64 1.09
C 5.434808 -1.614127 3.911109 -1.05 5.25 -0.20
O 5.792048 -1.824997 5.174489 -0.99 2.78 -0.38
O 5.075708 -0.533547 3.440859 1.09 -2.86 1.20
Br -0.277662 -0.149997 -5.276641 -0.77 0.22 -0.11
C -2.015532 0.690273 -5.786641 0.03 -0.31 0.40
C -1.835202 2.181453 -5.885341 0.27 -0.47 -0.80
Br -3.544692 2.944833 -6.573891 0.80 -0.20 0.36
H -2.785392 0.362433 -5.088131 0.27 -0.08 -0.06
H -2.183092 0.348713 -6.808091 -0.24 -0.32 0.34
H -1.097822 2.184463 -6.688061 -0.06 1.24 0.00
H -1.492672 2.735223 -5.011201 -0.34 -0.22 -0.04
Br 2.321748 4.241123 -1.649351 -0.54 -0.32 -1.15
C 1.468408 3.616573 -3.366281 -0.52 -0.86 0.22
C 2.512838 3.516113 -4.437881 1.04 1.31 -0.13
Br 2.026738 2.631553 -6.192541 0.31 0.69 1.55
H 0.685138 4.323453 -3.639971 0.09 -0.01 0.29
H 1.039898 2.635823 -3.159901 -0.09 0.14 0.32
H 3.451448 3.144343 -4.026921 -0.25 -0.84 -0.42
H 2.774418 4.551293 -4.657141 -0.05 -0.07 -0.71
Br -2.132462 5.742193 -3.720481 -0.35 -0.01 0.35
C -2.769142 5.398533 -1.892821 0.93 -2.43 0.53
C -2.443002 3.834183 -1.565441 -1.30 2.45 -0.77
Br -3.341682 3.423713 0.117819 0.60 0.12 0.02
H -3.838922 5.565323 -1.766911 0.22 0.20 -0.41
H -2.166702 6.038223 -1.247871 -0.26 -0.06 -0.06
H -1.362902 3.688533 -1.581941 -0.28 -0.30 0.39
H -2.985932 3.186183 -2.253491 0.53 0.21 -0.13
Br -3.230572 -4.013727 2.746679 -0.27 0.24 -0.96
C -4.117472 -3.619147 1.014179 -0.18 0.04 0.39
C -5.460182 -4.305117 0.868139 1.18 -0.43 -0.26
Br -5.166022 -6.348337 0.737299 -0.57 1.82 0.08
H -3.489702 -3.817717 0.145529 0.35 -0.42 0.49
H -4.278382 -2.542237 0.964279 -0.03 0.07 0.36
H -5.789132 -3.910987 -0.093401 -0.54 -0.67 -0.07
H -6.160092 -4.046337 1.662659 0.10 -0.52 -0.07
Br -2.003242 1.089833 3.297319 -1.61 -0.78 -0.14
C -3.865402 0.252833 3.167199 -0.26 0.87 -1.16
C -4.737002 1.023153 2.119279 0.95 0.20 1.33
Br -6.545662 0.347403 2.282659 -0.17 -0.44 -0.35
H -4.349612 0.246953 4.143729 0.43 0.21 -0.03
H -3.800622 -0.765557 2.784079 0.60 0.03 0.30
H -4.310562 0.933073 1.120209 -0.43 -0.22 0.05
H -4.905442 2.069143 2.375469 0.53 -0.08 -0.03
```
Positions in Å, forces in eV/Å.

Properties
net charge	-1
E_HOMO (alpha / beta)	-3.720 / -8.005	eV
Kohn-Sham gap (alpha / beta)	4.786 / 9.090	eV
multiplicity	2
ΔE to the lowest compared entry with this formula, charge and spin	87.7	kJ/mol
calculated total energy	-754234.142	eV

***

# C18H20BN

2 unconnected molecules or ions with the total composition C18H20BN in a non-equilibrium geometry (wB97M-V/def2-TZVPD, OMol25).

```
40
Properties=species:S:1:pos:R:3:forces:R:3
C -6.062324 -0.904801 -1.900829 -0.03 -0.10 -0.11
C -4.780356 -0.476460 -1.256521 0.23 0.30 0.27
C -4.790227 0.241732 -0.050440 0.24 0.07 0.15
C -3.606574 0.621888 0.569610 0.51 0.10 0.15
C -2.334163 0.316389 -0.004663 -0.78 -0.53 -0.69
C -1.099671 0.668257 0.636038 0.25 0.62 0.09
C 0.158129 0.347275 0.111044 0.68 -0.21 -0.08
C 1.403120 0.806612 0.542534 -1.03 -0.18 0.23
C 2.647705 0.507941 -0.112429 0.99 -0.30 -0.69
C 3.899662 0.893211 0.460932 -0.71 -0.04 -0.12
C 5.101487 0.581303 -0.158695 -0.11 0.05 0.06
C 5.132496 -0.114217 -1.378793 -0.44 0.13 0.45
C 6.431370 -0.444019 -2.036636 0.28 -0.15 -0.28
C 3.914889 -0.495144 -1.958156 -0.20 0.06 0.06
C 2.701614 -0.186563 -1.358845 -0.02 0.24 0.44
C -2.355298 -0.355919 -1.267002 -0.04 0.05 0.45
C -3.547208 -0.754393 -1.855855 0.36 0.07 0.06
H -5.871309 -1.436141 -2.834467 -0.05 0.04 0.07
H -6.628601 -1.565219 -1.241512 0.04 0.01 0.02
H -6.701833 -0.046511 -2.118439 0.06 0.00 0.03
H -5.748150 0.496759 0.409923 0.34 -0.10 -0.10
H -3.628922 1.162204 1.524043 -0.01 -0.31 -0.34
H -1.156189 1.264665 1.550968 0.03 -0.12 -0.32
H 0.178870 -0.351358 -0.720916 -0.05 0.23 0.12
H 1.452769 1.411323 1.451626 -0.06 -0.08 -0.17
H 3.888779 1.448679 1.402745 0.06 -0.24 -0.26
H 6.043399 0.878514 0.310436 -0.33 -0.07 -0.15
H 6.271661 -0.989564 -2.972303 0.05 0.10 0.17
H 7.005150 0.459754 -2.266669 -0.12 -0.06 0.05
H 7.062451 -1.061767 -1.389503 -0.12 0.07 -0.02
H 3.932897 -1.045521 -2.900337 -0.07 0.19 0.23
H 1.769632 -0.461822 -1.857881 0.42 0.02 0.12
H -1.413946 -0.561336 -1.777864 -0.39 -0.01 0.09
H -3.530673 -1.293864 -2.803177 0.04 0.17 0.21
H -1.193046 0.222722 3.065528 0.06 -0.09 0.33
B -1.344526 -0.106587 4.260496 -0.45 -0.33 -0.35
H -2.396515 0.354437 4.671904 0.02 -0.04 -0.13
H -1.335170 -1.326575 4.319791 -0.08 0.13 -0.07
C -0.173719 0.441362 5.138424 1.67 0.87 1.01
N 0.702332 0.852753 5.795882 -1.22 -0.58 -1.00
```
Positions in Å, forces in eV/Å.

Properties
net charge	0
E_HOMO	-8.000	eV
Kohn-Sham gap	4.988	eV
ΔE to the lowest compared entry with this formula, charge and spin	37.4	kJ/mol
calculated total energy	-21153.726	eV

***

Q: Look up the ΔE to the lowest compared entry with this formula, charge and spin of the first one.
A: 34.7 kJ/mol